Record 1
Computed, not measured: one molecule with the formula C24H31N3O5S, with ωB97M-V/def2-TZVPD.

Geometry as XYZ:
```
64
C24H31N3O5S ωB97M-V/def2-TZVPD
S -4.122 1.270 1.593
O 3.684 -2.198 0.020
O -5.552 1.221 1.550
O -3.438 2.209 0.750
O -3.035 3.980 4.234
O -0.449 -1.341 -1.544
N 2.280 -0.988 -1.321
N -3.672 1.416 3.207
N 0.345 -2.803 0.005
C 0.435 -4.950 -2.005
C 4.892 1.631 -1.382
C -4.594 2.133 4.068
C 4.247 2.631 -2.096
C 2.324 1.202 -2.254
C -3.559 -2.713 1.725
C -4.080 -1.442 1.901
C 2.204 3.461 -3.312
C -3.461 -0.368 1.290
C 4.279 0.424 -1.099
C 2.649 -2.062 -0.599
C -2.152 3.347 3.332
C -2.413 -2.892 0.965
C -2.294 1.823 3.404
C -2.339 -0.533 0.508
C 1.393 -3.760 -2.043
C -4.376 3.643 3.953
C -1.794 -1.805 0.355
C 2.738 -4.175 -2.631
C -0.575 -1.958 -0.498
C 4.943 3.926 -2.388
C 1.601 -3.202 -0.622
C 2.938 2.409 -2.538
C 2.981 0.204 -1.539
H 0.165 -3.190 0.917
H 1.337 -1.000 -1.714
H 4.398 4.762 -1.951
H 2.020 -3.998 0.003
H -2.020 -3.889 0.823
H 4.798 -0.338 -0.543
H -1.689 1.349 2.631
H 5.951 3.921 -1.983
H 5.003 4.097 -3.463
H 0.952 -2.982 -2.671
H 2.601 -4.571 -3.634
H -2.361 3.674 2.304
H -5.602 1.865 3.755
H 5.902 1.797 -1.038
H -1.977 1.462 4.388
H -1.147 3.657 3.622
H 0.825 -5.735 -1.360
H -4.984 4.184 4.679
H 2.133 4.383 -2.736
H 1.312 1.024 -2.591
H 3.201 -4.944 -2.016
H -0.545 -4.650 -1.642
H -4.966 -1.266 2.489
H -4.640 3.964 2.934
H -1.894 0.319 0.018
H 1.200 3.128 -3.558
H 2.730 3.691 -4.239
H 0.313 -5.359 -3.005
H -4.419 1.802 5.096
H 3.419 -3.329 -2.686
H -4.041 -3.564 2.179
```

Results
- Energy relative to the best compared isomer or geometry (same formula, charge and spin): 0.760 eV
- Spin multiplicity: 1
- Structure (SMILES): Cc1ccc(NC(=O)[C@@H](NC(=O)c2cccc(S(=O)(=O)N3CCOCC3)c2)C(C)C)cc1C
- Charge: 0

Charge distribution, natural (NBO) scheme, values in e: atom 1 (S): 2.317, atom 2 (O): -0.615, atom 3 (O): -0.935, atom 4 (O): -0.939, atom 5 (O): -0.522, atom 6 (O): -0.642, atom 7 (N): -0.653, atom 8 (N): -0.676, atom 9 (N): -0.595, atom 10 (C): -0.604, atom 11 (C): -0.176, atom 12 (C): -0.260, atom 13 (C): -0.045, atom 14 (C): -0.265, atom 15 (C): -0.210, atom 16 (C): -0.151, atom 17 (C): -0.632, atom 18 (C): -0.349, atom 19 (C): -0.277, atom 20 (C): 0.680, atom 21 (C): -0.095, atom 22 (C): -0.174, atom 23 (C): -0.258, atom 24 (C): -0.100, atom 25 (C): -0.227, atom 26 (C): -0.089, atom 27 (C): -0.151, atom 28 (C): -0.607, atom 29 (C): 0.676, atom 30 (C): -0.626, atom 31 (C): -0.131, atom 32 (C): 0.014, atom 33 (C): 0.228, atom 34 (H): 0.409, atom 35 (H): 0.436, atom 36 (H): 0.214, atom 37 (H): 0.228, atom 38 (H): 0.218, atom 39 (H): 0.251, atom 40 (H): 0.218, atom 41 (H): 0.216, atom 42 (H): 0.214, atom 43 (H): 0.224, atom 44 (H): 0.215, atom 45 (H): 0.192, atom 46 (H): 0.241, atom 47 (H): 0.205, atom 48 (H): 0.208, atom 49 (H): 0.198, atom 50 (H): 0.200, atom 51 (H): 0.199, atom 52 (H): 0.217, atom 53 (H): 0.209, atom 54 (H): 0.205, atom 55 (H): 0.206, atom 56 (H): 0.239, atom 57 (H): 0.173, atom 58 (H): 0.251, atom 59 (H): 0.217, atom 60 (H): 0.217, atom 61 (H): 0.218, atom 62 (H): 0.204, atom 63 (H): 0.220, atom 64 (H): 0.225

***

Record 2
Computed, not measured: a 2-piece molecular cluster, C3H11N2 overall, with ωB97M-V/def2-TZVPD.

Geometry as XYZ:
```
16
C3H11N2 ωB97M-V/def2-TZVPD
N -1.314 0.825 -0.482
N 0.999 -0.891 -0.062
C -2.167 1.624 0.465
C 2.278 -0.889 -0.775
C 0.945 -1.591 0.986
H -2.856 1.000 1.004
H -2.707 2.363 -0.115
H -1.535 2.286 1.054
H 3.080 -1.344 -0.193
H 2.580 0.123 -1.023
H -1.234 -0.137 -0.147
H 2.108 -1.468 -1.677
H 1.810 -2.124 1.383
H -0.331 1.105 -0.529
H 0.021 -1.747 1.547
H -1.676 0.867 -1.437
```

Results
- Energy relative to the best compared isomer or geometry (same formula, charge and spin): 1.406 eV
- Spin multiplicity: 1
- Charge: +1

Charge distribution, natural (NBO) scheme, values in e: atom 1 (N): -0.675, atom 2 (N): -0.486, atom 3 (C): -0.435, atom 4 (C): -0.443, atom 5 (C): -0.027, atom 6 (H): 0.245, atom 7 (H): 0.238, atom 8 (H): 0.245, atom 9 (H): 0.197, atom 10 (H): 0.209, atom 11 (H): 0.463, atom 12 (H): 0.222, atom 13 (H): 0.170, atom 14 (H): 0.462, atom 15 (H): 0.170, atom 16 (H): 0.444

***

| no. | maximum force (eV/A) |
| --- | --- |
| 1 | 1.1 |
| 2 | 1.7 |